Record 1
Molecular formula: C4H12
Method: DFT, the ωB97M-V functional and the def2-TZVPD basis

As for the charge: 0. Its HOMO energy is -11.601 eV. The value obtained for the LUMO energy is 1.117 eV. The value obtained for the orbital gap is 12.7 eV.

Geometry as XYZ:
```
16
Properties=species:S:1:pos:R:3:lowdin_charge:R:1
C 2.05 0.06 -0.15 -0.18
C 2.42 1.38 0.50 -0.17
H 2.94 -0.44 -0.56 0.06
H 1.55 -0.66 0.51 0.06
H 1.34 0.21 -0.98 0.05
H 1.53 1.82 0.95 0.06
H 2.93 2.06 -0.19 0.06
H 3.17 1.22 1.27 0.06
C -1.53 -0.50 -0.18 -0.19
C -3.02 -0.89 -0.21 -0.16
H -1.23 -0.09 -1.15 0.06
H -1.22 0.04 0.70 0.06
H -0.87 -1.39 -0.18 0.06
H -3.55 -0.29 -0.94 0.06
H -3.06 -1.97 -0.13 0.06
H -3.45 -0.55 0.75 0.06
```

Record 2
Molecular formula: C4H12
Method: DFT, the ωB97M-V functional and the def2-TZVPD basis

As for the charge: 0. Its HOMO energy is -11.489 eV. The value obtained for the LUMO energy is 1.176 eV. The value obtained for the orbital gap is 12.7 eV.

Geometry as XYZ:
```
16
Properties=species:S:1:pos:R:3:lowdin_charge:R:1
C -2.36 1.97 -0.45 -0.17
C -1.56 0.96 0.38 -0.17
H -1.67 2.39 -1.19 0.06
H -3.29 1.68 -0.90 0.06
H -2.58 2.83 0.19 0.06
H -2.09 0.79 1.32 0.06
H -0.59 1.37 0.64 0.06
H -1.50 -0.01 -0.11 0.05
C 1.41 -1.29 -0.47 -0.18
C 2.48 -1.66 0.54 -0.17
H 1.13 -0.24 -0.38 0.05
H 1.70 -1.44 -1.52 0.06
H 0.56 -1.96 -0.42 0.06
H 3.46 -1.59 0.07 0.06
H 2.45 -1.09 1.45 0.06
H 2.45 -2.72 0.84 0.06
```

Record 3
Molecular formula: C4H12
Method: DFT, the ωB97M-V functional and the def2-TZVPD basis

As for the charge: 0. Its HOMO energy is -11.285 eV. The value obtained for the LUMO energy is 1.035 eV. The value obtained for the orbital gap is 12.3 eV.

Geometry as XYZ:
```
16
Properties=species:S:1:pos:R:3:lowdin_charge:R:1
C 1.89 2.20 0.84 -0.17
C 0.41 2.48 0.53 -0.17
H 2.52 3.03 1.09 0.05
H 1.80 1.37 1.58 0.07
H 2.41 1.68 0.03 0.06
H -0.08 1.56 0.21 0.04
H 0.11 3.26 -0.16 0.05
H -0.03 2.73 1.55 0.08
C -1.28 -1.78 -0.20 -0.18
C -0.95 -2.91 -1.18 -0.16
H -1.24 -1.81 0.89 0.06
H -0.83 -0.83 -0.37 0.03
H -2.31 -1.57 -0.40 0.05
H -1.03 -3.91 -0.75 0.06
H -1.87 -3.01 -1.87 0.09
H -0.05 -2.59 -1.69 0.06
```

Record 4
Molecular formula: C4H12
Method: DFT, the ωB97M-V functional and the def2-TZVPD basis

As for the charge: 0. Its HOMO energy is -11.166 eV. The value obtained for the LUMO energy is 1.069 eV. The value obtained for the orbital gap is 12.2 eV.

Geometry as XYZ:
```
16
Properties=species:S:1:pos:R:3:lowdin_charge:R:1
C -2.32 0.53 0.30 -0.23
C -2.01 0.94 1.64 -0.21
H -3.35 0.74 -0.01 0.06
H -1.82 1.19 -0.54 0.11
H -2.14 -0.53 0.16 0.07
H -0.93 0.86 1.65 0.05
H -2.36 0.30 2.44 0.07
H -2.27 2.00 1.88 0.09
C 2.02 -1.46 -1.08 -0.18
C 2.36 -0.03 -0.74 -0.16
H 2.91 -2.04 -1.15 0.05
H 1.30 -1.85 -0.47 0.02
H 1.54 -1.63 -2.09 0.09
H 3.38 -0.02 -0.40 0.06
H 1.61 0.30 -0.02 0.05
H 2.11 0.69 -1.57 0.08
```

Record 5
Molecular formula: C4H12
Method: DFT, the ωB97M-V functional and the def2-TZVPD basis

As for the charge: 0. Its HOMO energy is -11.607 eV. The value obtained for the LUMO energy is 1.133 eV. The value obtained for the orbital gap is 12.7 eV.

Geometry as XYZ:
```
16
Properties=species:S:1:pos:R:3:lowdin_charge:R:1
C 2.40 1.31 -0.06 -0.17
C 1.85 -0.11 -0.21 -0.17
H 2.96 1.34 0.88 0.06
H 3.11 1.61 -0.82 0.06
H 1.61 2.06 0.02 0.06
H 1.10 -0.12 -1.00 0.04
H 1.41 -0.46 0.72 0.05
H 2.65 -0.77 -0.54 0.06
C -1.56 -1.03 -0.12 -0.18
C -2.72 -0.19 0.40 -0.16
H -0.82 -1.30 0.63 0.05
H -1.91 -1.98 -0.55 0.06
H -1.06 -0.50 -0.93 0.05
H -3.50 -0.13 -0.36 0.06
H -2.37 0.82 0.60 0.06
H -3.14 -0.56 1.34 0.06
```

Record 6
Molecular formula: C4H12
Method: DFT, the ωB97M-V functional and the def2-TZVPD basis

As for the charge: 0. Its HOMO energy is -11.550 eV. The value obtained for the LUMO energy is 1.053 eV. The value obtained for the orbital gap is 12.6 eV.

Geometry as XYZ:
```
16
Properties=species:S:1:pos:R:3:lowdin_charge:R:1
C -1.65 2.34 0.36 -0.17
C -1.46 1.74 -1.06 -0.16
H -2.05 3.33 0.17 0.05
H -2.40 1.79 0.95 0.06
H -0.78 2.38 1.00 0.05
H -0.42 1.94 -1.33 0.06
H -2.24 2.20 -1.66 0.06
H -1.48 0.66 -1.19 0.05
C 2.05 -1.84 0.87 -0.18
C 1.06 -2.25 -0.18 -0.18
H 3.09 -1.70 0.54 0.06
H 1.92 -0.91 1.43 0.06
H 2.16 -2.67 1.58 0.06
H 1.40 -3.07 -0.81 0.06
H 0.13 -2.57 0.30 0.06
H 0.72 -1.49 -0.88 0.05
```

Record 7
Molecular formula: C4H12
Method: DFT, the ωB97M-V functional and the def2-TZVPD basis

As for the charge: 0. Its HOMO energy is -11.529 eV. The value obtained for the LUMO energy is 1.151 eV. The value obtained for the orbital gap is 12.7 eV.

Geometry as XYZ:
```
16
Properties=species:S:1:pos:R:3:lowdin_charge:R:1
C -0.86 -1.96 0.59 -0.18
C 0.52 -2.04 1.21 -0.18
H -0.91 -1.49 -0.40 0.05
H -1.23 -2.98 0.44 0.06
H -1.55 -1.43 1.24 0.07
H 0.68 -2.76 2.01 0.06
H 0.69 -1.07 1.70 0.06
H 1.32 -2.27 0.51 0.06
C 0.13 1.31 -0.64 -0.19
C 0.23 2.72 -1.16 -0.18
H 0.35 0.51 -1.35 0.06
H 0.81 1.12 0.20 0.06
H -0.91 1.08 -0.40 0.06
H 1.20 2.96 -1.60 0.06
H -0.55 2.81 -1.93 0.07
H 0.08 3.50 -0.41 0.06
```

Record 8
Molecular formula: C4H12
Method: DFT, the ωB97M-V functional and the def2-TZVPD basis

As for the charge: 0. Its HOMO energy is -10.969 eV. The value obtained for the LUMO energy is 1.143 eV. The value obtained for the orbital gap is 12.1 eV.

Geometry as XYZ:
```
16
Properties=species:S:1:pos:R:3:lowdin_charge:R:1
C -0.24 -2.53 -0.59 -0.21
C -0.30 -1.35 -1.37 -0.22
H 0.72 -2.57 -0.06 0.07
H -1.06 -2.44 0.24 0.11
H -0.44 -3.45 -1.05 0.05
H -1.39 -1.12 -1.62 0.10
H 0.02 -1.48 -2.38 0.06
H 0.04 -0.36 -1.01 0.05
C -0.15 2.07 0.43 -0.19
C 0.77 1.79 1.54 -0.17
H -0.04 2.97 -0.24 0.09
H -0.29 1.29 -0.25 0.01
H -1.16 2.29 0.75 0.06
H 1.27 0.84 1.44 0.05
H 0.28 1.71 2.60 0.11
H 1.57 2.45 1.51 0.03
```

Energy above the lowest of the compared OMol25 structures with the same formula, charge and spin values, unit eV, following the record order: 0.506, 0.299, 0.988, 0.988, 0.126, 0.465, 0.243, 1.254.